(1)
{"formula": "C29H29CsN10O6SSe3Te", "method": "wB97M-V/def2-TZVPD", "e_homo_ev": -0.5, "gap_ev": 3.426, "total_charge": -2, "species": ["Cs", "N", "C", "N", "C", "N", "C", "C", "N", "C", "C", "N", "H", "H", "H", "H", "H", "Se", "Se", "Te", "Se", "C", "C", "S", "O", "O", "C", "C", "N", "C", "N", "C", "C", "N", "O", "O", "C", "H", "H", "H", "H", "H", "H", "H", "H", "H", "H", "H", "H", "H", "O", "C", "N", "C", "C", "O", "N", "C", "C", "C", "C", "C", "C", "C", "C", "C", "C", "C", "C", "H", "H", "H", "H", "H", "H", "H", "H", "H", "H", "H"], "xyz": [[-0.75558, -0.34493, -0.30233], [0.98029, -0.28323, 4.61234], [0.03180, -0.28335, 3.65500], [0.60664, -0.32765, 2.48238], [1.93685, -0.33053, 2.76787], [2.20901, -0.30986, 4.05877], [2.93975, -0.29028, 1.69498], [4.30633, -0.26091, 1.93456], [5.19268, -0.17895, 0.94414], [4.69712, -0.10280, -0.28566], [3.32767, -0.13341, -0.53341], [2.45423, -0.24426, 0.45574], [0.87623, -0.21594, 5.60912], [-1.03368, -0.23235, 3.83771], [4.68999, -0.30031, 2.94787], [5.40417, -0.01427, -1.10133], [2.92730, -0.05670, -1.54056], [0.19382, -0.11026, -3.80442], [-0.81386, 1.91084, -3.07267], [1.07268, 2.75990, -1.49068], [1.11146, 5.24680, -1.29003], [3.68415, -4.21332, 2.91518], [2.16672, -4.35088, 2.87308], [1.71599, -6.02968, 3.27437], [2.03539, -6.25570, 4.66589], [2.25238, -6.91420, 2.27156], [-0.06980, -6.06001, 3.14294], [-0.59647, -6.39367, 1.75491], [-0.21766, -5.39814, 0.75641], [-0.49070, -4.06802, 0.85092], [0.25205, -3.35537, 0.02622], [1.03154, -4.23173, -0.64796], [0.77970, -5.49892, -0.20184], [1.30573, -6.71253, -0.70656], [0.68734, -7.75002, -0.50687], [2.33217, -6.63664, -1.35887], [-1.49183, -3.50273, 1.78950], [3.94974, -3.18245, 2.68053], [4.14840, -4.86583, 2.17671], [4.07496, -4.45686, 3.90237], [1.77840, -4.12821, 1.87745], [1.66624, -3.70379, 3.59575], [-0.42798, -5.10038, 3.51355], [-0.37394, -6.82433, 3.86028], [-1.68298, -6.46310, 1.79487], [-0.20581, -7.34993, 1.42344], [1.70438, -3.92460, -1.43203], [-2.24525, -4.23891, 2.06878], [-1.99807, -2.64748, 1.33316], [-1.00656, -3.13253, 2.69843], [-3.68326, 0.45614, 2.56862], [-4.05295, -0.18726, 1.59376], [-5.40413, -0.23814, 1.19834], [-5.49109, -0.89100, -0.09919], [-4.02879, -1.44399, -0.22825], [-3.66645, -2.19081, -1.12391], [-3.27701, -0.95188, 0.77620], [-5.76763, 0.12729, -1.20452], [-7.07317, 0.56805, -1.41926], [-7.33764, 1.57163, -2.34118], [-6.29860, 2.14685, -3.06232], [-4.99706, 1.71047, -2.85948], [-4.73588, 0.70418, -1.93847], [-6.47267, -2.04868, -0.11882], [-6.69062, -2.73869, -1.31201], [-7.55105, -3.82471, -1.34890], [-8.21086, -4.23895, -0.19759], [-7.99524, -3.56053, 0.99215], [-7.12756, -2.47379, 1.03174], [-5.90393, 0.62957, 1.32520], [-7.88822, 0.11303, -0.86627], [-8.35798, 1.90306, -2.49622], [-6.50272, 2.93158, -3.78064], [-4.16603, 2.14132, -3.40465], [-3.70815, 0.38337, -1.82271], [-6.16372, -2.42350, -2.20352], [-7.70464, -4.35421, -2.28168], [-8.88626, -5.08601, -0.22999], [-8.50142, -3.87623, 1.89733], [-6.94655, -1.94432, 1.95837]], "atomic_forces_ev_per_a": [[0.56, 0.33, -0.71], [-0.14, 0.00, 0.01], [0.07, 0.00, 0.13], [-0.08, -0.03, -0.01], [-0.25, -0.01, 0.14], [0.14, -0.01, -0.02], [0.13, -0.01, -0.21], [0.08, 0.00, 0.09], [-0.03, 0.00, 0.05], [-0.02, -0.01, 0.06], [-0.02, -0.03, -0.12], [0.01, -0.01, -0.04], [0.01, -0.01, -0.02], [0.03, 0.00, 0.00], [-0.01, 0.00, -0.01], [-0.01, 0.01, -0.01], [-0.02, -0.02, 0.01], [-0.04, 0.22, 0.18], [0.18, -0.08, -0.08], [0.14, 0.14, 0.01], [-0.12, -0.18, -0.08], [-0.04, 0.10, 0.00], [0.08, -0.08, -0.10], [-0.04, 0.23, 0.13], [-0.04, 0.01, -0.08], [0.05, -0.10, -0.07], [-0.01, -0.04, 0.09], [0.03, -0.02, -0.05], [0.15, -0.10, 0.05], [-0.02, 0.03, 0.00], [-0.24, 0.06, -0.06], [0.17, -0.09, -0.03], [-0.08, 0.28, 0.15], [0.12, -0.20, -0.29], [0.05, 0.02, 0.05], [-0.11, -0.03, 0.11], [0.01, 0.08, 0.07], [0.01, -0.01, 0.00], [-0.01, 0.00, 0.01], [-0.01, 0.00, 0.00], [0.04, -0.05, 0.05], [0.04, -0.03, 0.05], [-0.01, -0.01, 0.01], [0.01, -0.04, -0.04], [-0.04, 0.02, -0.04], [-0.03, 0.01, 0.02], [-0.01, -0.03, 0.01], [-0.01, 0.01, -0.01], [-0.03, -0.04, -0.01], [0.00, 0.00, -0.02], [0.01, -0.10, -0.03], [-0.06, 0.05, 0.12], [-0.01, 0.02, -0.08], [0.04, 0.02, -0.18], [-0.11, 0.12, 0.37], [-0.07, -0.03, 0.05], [-0.48, -0.40, 0.35], [-0.02, 0.00, 0.07], [0.02, 0.03, -0.05], [0.01, -0.04, 0.03], [0.04, -0.01, 0.00], [-0.05, -0.01, 0.02], [0.04, 0.04, -0.06], [-0.01, -0.02, -0.02], [0.00, -0.01, 0.03], [0.03, 0.03, -0.02], [-0.01, 0.01, 0.02], [0.02, 0.02, -0.02], [0.00, 0.02, -0.03], [-0.01, -0.01, 0.00], [0.01, 0.01, 0.00], [0.01, 0.00, 0.00], [0.00, 0.00, 0.00], [-0.02, 0.01, 0.00], [-0.02, -0.04, 0.04], [-0.01, -0.01, 0.01], [0.00, 0.01, 0.01], [0.01, 0.01, 0.00], [0.00, 0.00, -0.01], [0.00, -0.01, -0.02]]}

---

(2)
{"formula": "C4H8NS", "method": "wB97M-V/def2-TZVPD", "e_homo_ev": [-13.7, -13.4], "gap_ev": [7.340, 6.695], "total_charge": 1, "species": ["C", "C", "C", "C", "N", "S", "H", "H", "H", "H", "H", "H", "H", "H"], "xyz": [[0.64071, -1.37878, -0.31448], [-1.76121, 0.22011, -0.98161], [-0.64306, 0.61941, -0.12349], [1.54026, 0.35869, 0.93850], [0.49693, -0.10955, 0.09620], [-2.78533, 0.05231, 0.52774], [1.71334, -1.59800, -0.22336], [-0.23566, -1.86612, -0.71237], [-2.21616, 1.04523, -1.50976], [-1.48139, -0.71904, -1.42823], [-0.64433, 1.63764, 0.44997], [1.97748, -0.32780, 1.53368], [1.18433, 1.13422, 1.56603], [2.21410, 0.93169, 0.18117]], "atomic_forces_ev_per_a": [[0.70, 2.75, 0.48], [0.19, 0.36, 0.99], [-1.35, 3.01, 2.40], [1.07, 5.05, -3.31], [-2.17, -3.75, -0.42], [1.64, -0.31, -0.01], [-0.88, -1.33, -0.27], [0.54, -0.56, -0.22], [0.40, -0.27, -0.89], [-0.74, 0.01, -0.96], [0.04, -1.94, -1.54], [1.50, -2.54, 1.37], [-0.62, 0.71, 0.65], [-0.32, -1.18, 1.71]]}

---

(3)
{"formula": "CH2O3Rb", "method": "wB97M-V/def2-TZVPD", "e_homo_ev": -14.5, "gap_ev": 10.316, "total_charge": 1, "species": ["H", "O", "C", "O", "O", "Rb", "H"], "xyz": [[0.39297, 1.90327, 0.18509], [-0.19371, -1.00305, 0.15271], [0.66019, 0.00546, 0.28270], [1.78397, -0.33659, -0.05657], [0.03042, 1.08426, -0.17962], [-3.23466, 0.05641, -0.15669], [0.56083, -1.70976, -0.22762]], "atomic_forces_ev_per_a": [[0.32, 0.13, -0.29], [0.29, -3.72, 0.12], [1.95, -2.67, -6.23], [1.03, 2.22, 2.56], [-0.81, 2.20, 2.12], [0.27, -0.07, -0.01], [-3.05, 1.91, 1.74]]}